(1)
Computed, not measured: a structure of composition C15H32Br3FKMgNaO6Si in a non-equilibrium geometry, with ωB97M-V/def2-TZVPD.

LUMO   -4.4 eV
Relative energy (zero: lowest compared OMol25 entry of this formula, charge and spin)   0.0 kJ/mol
F_max   6.803 eV/Å
Gap between HOMO and LUMO   1.20 eV
E_HOMO   -5.6 eV
Charge   0

Each line ends with the Löwdin charge.
CARTESIAN COORDINATES (ANGSTROEM)
C -4.08 2.94 -3.21  -0.15
C -2.97 3.48 -2.27  -0.28
C -2.65 2.53 -1.10  -0.22
C -1.60 3.15 -0.18  -0.33
O -0.94 2.15 0.63  -0.39
Si 0.50 2.52 1.31  0.38
O 1.44 1.16 1.32  -0.23
C 2.51 1.06 0.39  -0.24
C 3.16 -0.33 0.58  -0.33
C 4.28 -0.31 1.65  -0.05
C 2.16 -1.44 0.94  -0.14
C 0.98 -1.73 -0.03  -0.37
C 1.48 -2.47 -1.27  -0.15
C -0.09 -2.56 0.71  -0.04
H -3.78 3.04 -4.26  0.06
H -5.02 3.50 -3.11  0.07
H -4.30 1.88 -3.03  0.06
H -3.28 4.45 -1.86  0.11
H -2.06 3.64 -2.88  0.05
H -3.58 2.30 -0.57  0.12
H -2.26 1.57 -1.51  0.10
H -0.85 3.66 -0.82  0.08
H -2.05 3.93 0.45  0.08
H 1.14 3.56 0.46  0.02
H 0.41 3.05 2.68  -0.06
H 3.25 1.87 0.56  0.12
H 2.12 1.19 -0.64  0.09
H 3.63 -0.60 -0.41  0.08
H 4.98 -1.16 1.51  0.06
H 3.85 -0.43 2.66  0.11
H 4.88 0.61 1.61  0.09
H 2.76 -2.37 0.95  0.11
H 1.77 -1.29 1.96  0.13
H 0.48 -0.80 -0.38  0.14
H 0.63 -2.85 -1.86  0.11
H 2.03 -1.83 -1.95  -0.19
H 2.15 -3.30 -1.01  0.11
H -0.53 -1.94 1.50  0.09
H -0.88 -2.85 0.01  0.09
H 0.38 -3.44 1.18  0.07
Mg -2.36 2.82 3.25  0.38
C -2.87 -2.72 3.67  -0.06
C -3.91 -2.33 2.56  -0.46
O -4.39 -3.44 2.04  -0.07
H -2.05 -3.30 3.24  0.06
H -2.45 -1.81 4.11  0.07
H -3.32 -3.30 4.47  0.07
H -3.35 -1.67 1.87  0.09
H -4.65 -1.67 3.07  0.11
F -5.91 1.99 -4.77  -0.74
C 1.31 1.56 -4.73  -1.54
Br 0.30 0.38 -5.84  0.69
Br 0.39 2.04 -3.14  0.74
Br 3.04 0.74 -4.28  0.53
H 1.54 2.45 -5.30  -0.01
C 2.57 -3.59 3.24  -0.98
O 3.73 -3.45 2.81  0.03
O 1.72 -4.35 2.69  0.10
O 2.10 -2.96 4.23  0.12
K 2.85 -1.60 -3.20  0.72
Na 5.68 -1.32 -0.68  0.76

(2)
Computed, not measured: a cluster of 3 separate species, C15H32BrN7O5P2 in total in a non-equilibrium geometry, with ωB97M-V/def2-TZVPD.

Structure (SMILES)   CC[C@@H](Br)[C@@H](C#N)[C@](C#N)(CC(N)(N)N)PP(=O)(O)O.CNC(C)=O.CNC(C)=O
LUMO   0.3 eV
F_max   5.655 eV/Å
Gap between HOMO and LUMO   9.34 eV
E_HOMO   -9.0 eV
Charge   0

Each line ends with the Löwdin charge.
CARTESIAN COORDINATES (ANGSTROEM)
C 0.13 -0.02 3.21  -0.09
C -0.94 -0.84 2.36  -0.31
C -0.14 -1.56 1.23  -0.61
Br 0.51 -3.26 2.05  0.73
C -0.96 -2.00 -0.03  -0.33
C -2.44 -2.13 0.38  -0.25
N -3.49 -2.04 0.75  0.20
C -0.91 -0.99 -1.26  -0.52
C -1.72 -1.62 -2.39  -0.26
N -2.16 -1.99 -3.36  0.19
C 0.53 -0.54 -1.70  -0.13
C 1.57 -1.69 -2.01  -0.65
N 1.14 -2.66 -3.02  0.09
N 2.76 -1.02 -2.56  0.07
N 2.04 -2.41 -0.83  0.08
P -1.94 0.54 -0.73  0.94
P -0.72 2.34 -0.81  0.31
O -0.15 2.61 -2.15  -0.33
O -1.71 3.58 -0.36  -0.17
O 0.45 2.30 0.36  -0.19
H 1.09 -0.56 3.07  0.06
H 0.25 0.99 2.78  0.06
H -0.13 0.00 4.28  0.07
H -1.68 -0.11 1.99  0.06
H -1.38 -1.57 3.05  0.08
H 0.77 -1.00 0.94  0.08
H -0.67 -3.00 -0.40  0.10
H 0.42 0.09 -2.61  0.12
H 0.98 0.08 -0.90  0.09
H 0.66 -2.20 -3.80  0.07
H 0.51 -3.33 -2.58  0.07
H 3.12 -0.34 -1.90  0.07
H 2.51 -0.55 -3.43  0.06
H 3.00 -2.69 -0.99  0.09
H 1.49 -3.25 -0.64  0.03
H -2.92 0.72 -1.75  -0.03
H -2.29 3.23 0.35  0.06
H 1.31 2.27 -0.09  0.08
C 4.87 1.74 -4.61  0.00
C 3.78 2.37 -3.78  -0.53
O 2.86 1.71 -3.30  0.01
N 3.84 3.70 -3.56  0.01
C 4.84 4.64 -4.03  -0.07
H 4.68 0.67 -4.70  0.08
H 4.87 2.17 -5.61  0.09
H 5.84 1.89 -4.14  0.09
H 3.08 4.06 -3.00  0.14
H 5.30 5.12 -3.17  0.08
H 4.34 5.41 -4.64  0.08
H 5.60 4.16 -4.63  0.07
C -4.32 -0.76 3.73  -0.03
C -3.62 -0.34 4.99  -0.55
O -2.72 0.48 5.00  0.02
N -4.03 -0.92 6.16  0.00
C -5.08 -1.90 6.35  -0.08
H -3.89 -0.22 2.89  0.06
H -4.19 -1.83 3.55  0.08
H -5.38 -0.51 3.78  0.09
H -3.52 -0.60 6.97  0.14
H -5.83 -1.49 7.03  0.08
H -4.64 -2.80 6.80  0.08
H -5.55 -2.17 5.41  0.07